{"formula": "C44H43FeN5O3P", "method": "the ωB97M-V functional and the def2-TZVPD basis", "fmax_ha_per_bohr": 0.0100, "orbital_gap_ha": [0.28654, 0.27958], "multiplicity": 6, "homo_ev": [-7.6, -8.0], "e_tot_ha": -3807.140006, "lumo_ev": [0.25, -0.38], "symbols": ["C", "H", "C", "H", "N", "H", "C", "C", "H", "Fe", "C", "O", "H", "C", "C", "H", "C", "H", "H", "C", "H", "N", "C", "C", "N", "H", "H", "P", "C", "H", "C", "C", "C", "H", "O", "C", "H", "C", "C", "C", "C", "N", "C", "H", "H", "C", "H", "C", "C", "C", "H", "C", "C", "H", "H", "C", "H", "H", "H", "H", "H", "C", "C", "H", "C", "H", "C", "C", "H", "H", "H", "H", "H", "H", "H", "H", "C", "C", "H", "C", "H", "H", "O", "H", "C", "H", "C", "C", "C", "C", "C", "N", "H", "H", "C", "C", "H"], "xyz": [[3.737981, 1.091516, 2.166085], [-3.269645, -0.737238, 3.949915], [3.077909, -3.134809, 3.923141], [4.192195, -4.914849, -2.375865], [-2.856545, 1.923335, -0.105814], [-2.695496, -4.765640, -2.005825], [-1.270540, -4.701753, -0.402774], [-1.557059, 1.547875, -0.341353], [-1.222074, 1.445405, -5.507017], [1.369479, 1.034790, 0.481846], [0.599885, -2.390145, 2.940196], [1.441243, 0.532584, 2.393979], [-2.634622, -1.953016, 1.934689], [1.050743, 0.855237, -4.439927], [-3.343613, 3.651932, -1.760084], [-1.694903, 2.551785, -4.223850], [-0.081062, 1.188423, -3.711844], [4.051575, -3.414585, 4.303832], [-3.427798, -0.820250, 0.855472], [-0.243631, -3.987824, 0.197418], [-0.358846, 2.973588, 2.546407], [-1.203252, 1.533285, -1.644837], [-1.517887, 2.145591, 4.144491], [-4.221264, 4.258180, -2.643988], [-0.764330, 1.209061, 0.637230], [6.190656, -1.377484, -1.020810], [0.685866, 3.510324, -0.737806], [1.507866, -1.763662, 0.393729], [-1.896263, -4.204665, -1.538480], [4.400539, 1.798689, 2.662140], [0.162324, -2.762345, -0.328294], [1.177757, 0.859245, -1.617376], [-5.497545, 0.869684, -0.317427], [-4.916665, -0.016764, -0.581186], [4.648711, 3.463835, 0.972467], [-1.490887, -2.990566, -2.074094], [0.238132, -4.379708, 1.084421], [3.674393, 2.856981, 0.550495], [-2.146492, 0.099715, 2.335880], [2.748918, 3.482369, -0.491105], [2.990099, -2.370980, -0.486706], [3.251834, 1.623246, 0.895288], [0.741974, -2.725151, 4.274956], [4.300187, 0.158744, 2.030396], [-1.969125, 1.734678, -2.266083], [2.935611, -2.805875, 2.581778], [3.120532, 0.289274, -4.373643], [4.183069, -3.980702, -1.828990], [1.984142, -3.094555, 4.772216], [-3.746972, 2.548670, -1.012664], [-0.368359, -2.070878, 2.570485], [-1.021138, 2.174134, 2.855622], [5.328599, -3.200033, -1.765060], [-1.580093, -5.650633, 0.016222], [4.120453, -0.625810, 0.064690], [3.021247, -3.571792, -1.189880], [-1.968744, -2.600962, -2.964278], [-3.893682, 5.110342, -3.224547], [2.100369, -3.336283, 5.820345], [-6.938029, 2.331113, -2.080639], [0.995727, 0.848540, -5.522210], [-2.494071, -1.018943, 1.389131], [2.286203, 0.550189, -2.413376], [3.228221, 0.314924, -1.932514], [-0.470124, -2.271048, -1.469598], [2.136200, -4.192975, -1.247949], [-5.923046, 2.699897, -1.995006], [5.306123, -1.999450, -1.068870], [-2.724083, 1.055932, 5.549323], [6.233625, -3.522067, -2.263798], [-6.213762, 4.253719, -3.441830], [3.013029, 4.530976, -0.621105], [-3.181083, 1.759620, 0.835406], [-1.247689, 2.925540, 4.843362], [-0.151212, -1.324257, -1.889534], [-1.717290, -1.172361, 0.640439], [2.239101, 0.541149, -3.797302], [-2.338471, 1.097245, 4.539364], [3.800856, -2.844243, 1.933076], [-1.361169, 1.530258, -4.430968], [2.849577, 2.958445, -1.442887], [-5.377793, 1.027977, 0.757269], [2.660612, 0.681085, 4.266818], [-0.115070, -2.673932, 4.934151], [4.140627, -1.584460, -0.443049], [-6.549093, 0.656791, -0.500883], [-2.643878, 0.091948, 3.638983], [2.550608, 0.753126, 3.063908], [1.692953, -2.433295, 2.077067], [-5.517663, 3.781575, -2.761827], [-5.052917, 2.060651, -1.119046], [1.362608, 3.283135, -0.017718], [1.183535, 3.886119, 0.779919], [-2.181739, 0.856662, -4.160726], [0.010427, 1.186383, -2.307902], [-1.329991, 1.165355, 1.949183], [-2.337623, 4.035130, -1.642927]], "forces_ev_per_angstrom": [[0.1711, 0.0413, -0.1493], [-0.0033, -0.0014, 0.0033], [-0.0208, -0.0270, 0.0545], [0.0040, 0.0010, -0.0044], [0.0508, -0.0079, 0.0486], [-0.0031, 0.0002, -0.0005], [-0.0285, 0.0102, -0.0232], [-0.1113, -0.1279, 0.0125], [0.0057, 0.0183, -0.0016], [0.0054, 0.0094, -0.1266], [-0.0734, 0.0401, 0.0133], [-0.0976, 0.2416, -0.0134], [0.0046, 0.0027, -0.0040], [0.0090, 0.0002, 0.0252], [-0.0020, 0.0034, 0.0166], [-0.0016, -0.0007, -0.0023], [0.0185, -0.0334, -0.0053], [0.0027, 0.0029, 0.0025], [0.0428, 0.0151, 0.0089], [-0.0022, 0.0432, 0.0406], [-0.0024, -0.0260, -0.0115], [0.0202, 0.1223, -0.0586], [-0.0014, -0.0294, 0.0013], [-0.0098, 0.0069, -0.0112], [0.1174, -0.0941, 0.0647], [0.0046, -0.0003, -0.0031], [0.0063, -0.0186, -0.0313], [0.1468, 0.0311, 0.0504], [-0.0016, -0.0167, 0.0242], [-0.0046, 0.0021, 0.0170], [0.0031, -0.0209, -0.0463], [-0.1001, 0.0994, 0.0581], [-0.0120, -0.0075, 0.0000], [-0.0101, 0.0266, -0.0017], [-0.0465, 0.0114, 0.0497], [0.0107, 0.0279, 0.0084], [0.0050, -0.0030, -0.0140], [0.1418, -0.1148, -0.3524], [-0.0559, -0.0283, 0.0033], [-0.0455, 0.1581, 0.0433], [-0.0293, -0.0069, -0.0029], [-0.1746, -0.2338, 0.4205], [-0.0428, -0.0053, -0.0322], [0.0251, 0.0298, 0.0122], [0.0140, 0.0338, -0.0010], [-0.0559, -0.0608, -0.0286], [0.0044, 0.0062, -0.0036], [0.0187, -0.0094, 0.0049], [0.0490, -0.0021, -0.0358], [-0.0298, -0.0260, -0.0838], [0.0616, 0.0164, 0.0278], [-0.0118, 0.0350, 0.0097], [-0.0223, 0.0113, -0.0021], [-0.0005, -0.0047, -0.0003], [-0.0121, -0.0225, -0.0025], [-0.0154, -0.0264, -0.0045], [-0.0015, 0.0022, -0.0051], [-0.0076, 0.0035, -0.0014], [0.0003, 0.0031, 0.0049], [0.0000, 0.0007, -0.0048], [0.0020, -0.0009, -0.0025], [-0.0323, -0.0001, -0.0084], [0.0229, -0.0241, 0.0300], [0.0081, -0.0066, 0.0089], [0.0453, -0.0159, -0.0626], [-0.0082, 0.0151, 0.0131], [-0.0117, 0.0136, 0.0207], [0.0049, -0.0257, -0.0108], [-0.0023, 0.0022, 0.0043], [0.0026, -0.0023, 0.0031], [0.0001, 0.0016, -0.0064], [-0.0101, 0.0102, 0.0095], [0.0334, 0.0493, 0.0238], [-0.0077, 0.0027, 0.0053], [-0.0077, -0.0118, -0.0089], [-0.0359, 0.0088, 0.0387], [-0.0127, -0.0301, -0.0358], [0.0168, 0.0123, -0.0031], [0.0096, 0.0205, -0.0209], [-0.0233, -0.0082, 0.0072], [0.0396, 0.0489, 0.0290], [0.0077, 0.0054, 0.0039], [-0.0252, -0.0981, 0.0888], [-0.0019, 0.0068, 0.0024], [-0.0030, 0.0574, 0.0239], [0.0031, -0.0077, -0.0125], [0.0217, -0.0215, -0.0003], [-0.1424, -0.0120, -0.2091], [0.1943, 0.0236, 0.0115], [0.0167, -0.0027, 0.0103], [-0.0022, -0.0253, -0.0179], [0.0382, -0.0383, 0.0147], [-0.0141, -0.0284, 0.0049], [0.0065, -0.0013, 0.0107], [0.0062, -0.0862, 0.0268], [-0.0428, 0.0613, 0.0285], [-0.0028, 0.0061, 0.0223]], "lowdin_spin": [0.0124, -0.0001, -0.0004, 0.0000, 0.0043, 0.0001, 0.0002, 0.0095, 0.0002, 4.2116, 0.0047, 0.1205, 0.0000, 0.0013, 0.0003, 0.0000, 0.0042, -0.0001, 0.0002, 0.0038, -0.0001, 0.0048, -0.0006, 0.0000, 0.0622, -0.0001, 0.0018, 0.0624, 0.0020, 0.0017, 0.0092, 0.1069, 0.0001, 0.0000, 0.0307, -0.0003, 0.0002, 0.0185, 0.0036, 0.0034, 0.0053, 0.1273, -0.0006, 0.0009, 0.0001, 0.0050, 0.0007, 0.0002, 0.0047, 0.0005, 0.0001, 0.0032, 0.0012, 0.0000, -0.0004, 0.0026, -0.0001, 0.0000, 0.0003, 0.0000, 0.0001, 0.0004, 0.0184, 0.0020, 0.0020, 0.0002, 0.0000, -0.0002, 0.0002, 0.0001, 0.0000, 0.0016, 0.0000, -0.0001, 0.0001, -0.0001, 0.0043, 0.0036, 0.0002, 0.0011, 0.0001, 0.0000, 0.0158, -0.0002, 0.0009, 0.0000, -0.0005, 0.0112, 0.0056, 0.0003, 0.0003, 0.0782, 0.0028, 0.0000, 0.0194, 0.0018, 0.0001]}